Formula: C4H6
Source: OMol25
Level of theory: ωB97M-V/def2-TZVPD

XYZ file:
```
10
Properties=species:S:1:pos:R:3:lowdin_charge:R:1
C 0.219 -1.419 -0.614 -0.01
C 0.382 -2.518 -1.100 -0.01
H 0.073 -0.443 -0.183 -0.06
H 0.528 -3.494 -1.532 0.01
C -0.687 1.422 0.128 -0.11
C 0.286 1.203 1.014 -0.11
H -0.473 1.870 -0.849 0.07
H -1.727 1.162 0.353 0.07
H 1.327 1.463 0.790 0.07
H 0.072 0.755 1.992 0.07
```

The calculation puts the orbital gap at 11.52 eV. Its SMILES is C#C.C=C. The LUMO energy comes out at 1.20 eV. For the total energy, the calculation gives -4241.7577 eV. The energy relative to the best compared isomer or geometry (same formula, charge and spin) comes out at 212.6 kJ/mol. The value obtained for the max |F| is 1.8 eV Å⁻¹.